# C3H9N3O

C3H9N3O in the gas phase at a distorted geometry (ωB97M-V/def2-TZVPD, the OMol25 dataset).

Atoms and positions in Å:
1 C 1.3281 -1.4956 0.2657
2 N 0.2703 -0.5682 0.5903
3 C -0.7493 -0.2607 -0.6125
4 N -2.1207 -0.1107 -0.4219
5 C 0.2084 0.7023 -0.0265
6 N -0.2153 1.7853 0.8028
7 O 1.1462 1.1404 -1.0285
8 H 1.7863 -1.3141 -0.7153
9 H 0.9260 -2.5113 0.2717
10 H 2.0987 -1.4261 1.0341
11 H -0.4826 -0.7550 -1.5409
12 H -2.3209 0.3856 0.4423
13 H -2.6371 -0.9779 -0.5120
14 H -0.7246 2.4870 0.2793
15 H -0.4379 1.4511 1.7314
16 H 1.9243 1.4677 -0.5600

## Properties
**E**: -9773.4147 eV
**Gap between HOMO and LUMO**: 0.3438 Ha
**SMILES string**: CN1[C@@H](N)[C@]1(N)O
**2S+1**: 1

Charges per atom according to natural (NBO) partitioning, unit e:
1. C -0.425
2. N -0.470
3. C 0.058
4. N -0.821
5. C 0.469
6. N -0.879
7. O -0.716
8. H 0.187
9. H 0.200
10. H 0.198
11. H 0.195
12. H 0.374
13. H 0.371
14. H 0.394
15. H 0.398
16. H 0.469